[1]
Computed, not measured: a molecular structure, C35H57BN14SSc in a non-equilibrium geometry, with ωB97M-V/def2-TZVPD.

Each line ends with the Löwdin charge.
Atoms and positions in Å:
Sc: -0.88098 0.03423 -0.58499  0.94
C: 0.93627 -1.75998 -3.98042  -0.04
C: 0.56519 -2.58567 -2.74043  -0.38
C: 0.76296 -4.08604 -2.96121  -0.05
C: 1.39175 -2.05992 -1.61051  -0.29
C: 2.67198 -2.41489 -1.20561  0.06
C: 3.00908 -1.52687 -0.19472  -0.17
C: 4.27977 -1.53418 0.59355  -0.35
C: 4.50241 -2.92535 1.19447  -0.05
C: 5.45197 -1.13582 -0.30751  -0.04
N: 1.97542 -0.67850 -0.03469  0.07
N: 0.97745 -1.00938 -0.89287  -0.04
B: 1.86531 0.60092 0.82176  -0.50
N: 0.75869 0.42574 1.88670  0.06
N: -0.55462 0.32607 1.54793  0.00
C: -1.25290 0.23797 2.69395  -0.23
C: -0.37456 0.28671 3.77102  0.06
C: 0.89422 0.39810 3.22451  -0.18
C: 2.18568 0.37220 3.97871  -0.36
C: 2.10718 1.20604 5.25613  -0.05
C: 2.51500 -1.08718 4.30515  -0.03
C: -2.75616 0.18689 2.76358  -0.36
C: -3.23043 -0.09063 4.19124  -0.07
C: -3.36462 -0.86543 1.82900  -0.10
N: 1.52312 1.78995 -0.11178  0.06
N: 0.56833 1.67521 -1.07991  0.03
C: 0.71942 2.71106 -1.91819  -0.23
C: 1.76556 3.51254 -1.46818  0.06
C: 2.24841 2.90858 -0.31904  -0.18
C: 3.32386 3.49828 0.54816  -0.33
C: 4.61953 2.67540 0.61456  -0.05
C: 2.78817 3.81961 1.94880  -0.04
C: -0.11332 2.91256 -3.14930  -0.36
C: 0.58904 3.83595 -4.14060  -0.06
C: -1.47803 3.51403 -2.79917  -0.06
H: 0.30720 -2.02734 -4.82449  0.08
H: 0.80685 -0.69640 -3.76737  0.07
H: 1.97461 -1.93359 -4.25439  0.09
H: -0.49494 -2.39026 -2.50024  0.09
H: 1.76941 -4.30757 -3.31073  0.08
H: 0.59502 -4.63208 -2.03313  0.08
H: 0.05995 -4.44401 -3.71053  0.08
H: 3.26907 -3.20910 -1.59868  0.12
H: 4.20360 -0.81213 1.40770  0.12
H: 4.59136 -3.67309 0.41155  0.08
H: 5.41718 -2.93445 1.78053  0.09
H: 3.67393 -3.20589 1.84175  0.08
H: 5.62907 -1.90091 -1.05897  0.08
H: 5.23808 -0.19701 -0.81261  0.07
H: 6.35321 -1.01327 0.28750  0.09
H: 2.88964 0.80561 1.33975  0.10
H: -0.61685 0.23480 4.81061  0.11
H: 2.98460 0.77569 3.35537  0.11
H: 1.33512 0.83147 5.92134  0.08
H: 3.05694 1.15349 5.78091  0.09
H: 1.89511 2.24671 5.02444  0.08
H: 1.76066 -1.50250 4.96671  0.09
H: 2.54099 -1.67429 3.39190  0.07
H: 3.47997 -1.15529 4.79849  0.09
H: -3.13058 1.17613 2.46437  0.12
H: -2.77577 -1.00379 4.56761  0.09
H: -2.98271 0.72836 4.86137  0.08
H: -4.31046 -0.21776 4.19602  0.08
H: -3.11163 -1.86149 2.19023  0.07
H: -4.44995 -0.77248 1.81975  0.09
H: -2.99824 -0.75868 0.79619  0.00
H: 2.14226 4.40903 -1.91190  0.12
H: 3.57582 4.45255 0.07316  0.14
H: 4.62539 1.99591 1.45991  0.06
H: 4.75416 2.09460 -0.29344  0.08
H: 5.47070 3.34221 0.72116  0.08
H: 2.41534 2.92428 2.43943  0.06
H: 3.58193 4.24894 2.55749  0.09
H: 1.97480 4.54198 1.89267  0.09
H: -0.26182 1.93555 -3.62631  0.11
H: 0.61921 4.84932 -3.74845  0.08
H: 1.60276 3.50028 -4.33538  0.09
H: 0.04320 3.84907 -5.07950  0.08
H: -1.34491 4.40425 -2.18642  0.09
H: -1.99011 3.80266 -3.71327  0.08
H: -2.09377 2.79469 -2.26383  0.03
C: -5.32234 -4.85800 -1.66575  0.00
C: -4.08867 -4.76251 -0.85963  -0.33
N: -3.53905 -5.71823 -0.18931  0.12
N: -2.42070 -5.20473 0.36274  0.03
C: -2.25601 -3.89976 0.06001  -0.75
S: -1.02131 -2.90505 0.53741  0.73
N: -3.33968 -3.60493 -0.73482  -0.08
N: -3.55394 -2.35025 -1.28009  0.11
H: -5.67904 -5.88204 -1.63801  0.09
H: -5.11882 -4.57692 -2.69913  0.09
H: -6.09954 -4.19865 -1.28094  0.09
H: -1.82844 -5.76482 0.95294  0.16
H: -4.52820 -2.07657 -1.19239  0.11
H: -3.28230 -2.31733 -2.26150  0.10
N: -2.08944 1.74571 -6.42451  0.14
C: -2.27147 1.03365 -5.54103  -0.38
N: -2.50213 0.18388 -4.59604  0.13
C: -2.17941 0.06192 -3.41593  -0.33
N: -1.99695 -0.22344 -2.28011  0.02
C: -5.66414 2.96005 0.38967  -0.07
C: -4.24690 3.52814 0.23919  -0.19
C: -3.29333 2.48283 0.05580  -0.14
N: -2.53847 1.63130 -0.10191  0.17
H: -6.37668 3.77706 0.46488  0.09
H: -5.74015 2.34542 1.28247  0.08
H: -5.92189 2.35322 -0.47405  0.08
H: -3.97090 4.10922 1.12394  0.14
H: -4.19562 4.18842 -0.63222  0.13

Computed properties:
- molecular weight (g/mol) = 761.77
- E_tot (eV) = -90295.2348
- charge = +1
- energy relative to the best compared isomer or geometry (same formula, charge and spin) (kJ/mol) = 0.00

=====

[2]
Computed, not measured: 11 unconnected molecules or ions with the total composition C35H58BN4O19S5 in a non-equilibrium geometry, with ωB97M-V/def2-TZVPD.

Each line ends with the Löwdin charge.
Atoms and positions in Å:
O: 0.32690 3.14650 0.63499  0.15
C: 0.78913 2.10931 0.29548  -0.37
O: 0.97613 0.96557 1.00049  0.22
B: 1.41993 -0.09547 0.09309  -0.89
O: 1.72689 0.59153 -1.16973  0.25
C: 1.25145 1.78161 -1.14821  -0.43
O: 1.31056 2.55103 -2.07635  0.12
O: 0.37513 -1.10362 -0.12923  0.22
C: 0.73092 -2.32025 0.24454  -0.38
O: 0.13704 -3.34892 0.16822  0.14
C: 2.24300 -2.18257 0.76514  -0.34
O: 2.52765 -0.88854 0.67423  0.21
O: 3.02497 -3.04686 1.15834  0.09
C: 3.58296 -2.85683 -6.31868  -0.04
C: 3.29800 -1.94067 -5.11498  -0.49
O: 2.92020 -2.38172 -4.07048  0.09
C: 3.69290 -0.48149 -5.41695  -0.02
H: 2.87223 -2.57525 -7.09565  0.08
H: 3.50848 -3.93041 -6.14551  0.08
H: 4.58794 -2.66570 -6.69496  0.07
H: 4.05748 0.02091 -4.52097  0.08
H: 2.79019 0.01969 -5.76629  0.08
H: 4.37007 -0.50303 -6.27081  0.07
C: 0.22573 4.28137 -6.25603  -0.08
C: 1.51631 4.74247 -6.76713  -0.26
N: 2.55257 5.21974 -7.11374  0.11
H: 0.16766 3.21671 -6.02968  0.08
H: -0.46739 4.41665 -7.08633  0.08
H: -0.16721 4.87545 -5.43094  0.08
C: 5.96812 4.54214 -3.44222  -0.07
C: 7.36398 4.27407 -3.89932  -0.25
N: 8.50577 4.12243 -4.27645  0.09
H: 5.42534 3.69541 -3.02206  0.08
H: 5.49517 5.02894 -4.29512  0.08
H: 6.00940 5.17715 -2.55727  0.08
C: -3.81077 -0.75254 -0.33007  -0.07
C: -4.66630 -1.55405 -1.13080  -0.31
N: -5.32703 -2.11477 -1.89080  0.13
H: -2.93483 -0.66033 -0.97218  0.09
H: -3.66701 -1.18123 0.66172  0.08
H: -4.28123 0.22318 -0.20870  0.08
C: 1.01585 -5.55092 4.55475  -0.06
C: 0.20000 -6.79346 4.78373  -0.27
N: -0.45890 -7.71626 5.02313  0.10
H: 1.73435 -5.36546 5.35317  0.08
H: 0.27123 -4.78236 4.34754  0.08
H: 1.65207 -5.64564 3.67477  0.08
C: 1.28820 9.67913 -0.58955  -0.19
C: 0.72569 8.99429 -1.88389  -0.21
C: 1.92729 8.48060 -2.68455  -0.19
S: 3.28641 9.76345 -2.32535  0.71
O: 3.53214 10.53374 -3.56055  -0.36
O: 4.36546 9.15992 -1.56825  -0.35
C: 2.34372 10.70627 -1.10565  -0.23
H: 1.73778 8.97255 0.10811  0.11
H: 0.49135 10.16906 -0.03002  0.10
H: 0.14160 9.70940 -2.46315  0.11
H: 0.05963 8.14419 -1.73623  0.11
H: 1.78350 8.56342 -3.76186  0.09
H: 2.28036 7.45648 -2.56365  0.10
H: 1.90332 11.54905 -1.63846  0.10
H: 3.07729 11.11228 -0.40914  0.10
C: -1.54711 0.36413 4.93462  -0.22
C: -2.17004 1.76588 4.61788  -0.19
C: -3.41370 2.14653 5.53059  -0.19
S: -3.62715 0.75946 6.76951  0.71
O: -5.04629 0.43998 6.86351  -0.35
O: -2.86246 1.09737 7.95116  -0.35
C: -2.61430 -0.49064 5.64064  -0.18
H: -0.66789 0.43950 5.57445  0.11
H: -1.15568 -0.13826 4.05003  0.11
H: -2.44501 1.74157 3.56342  0.10
H: -1.39438 2.52710 4.70167  0.10
H: -4.29638 2.09871 4.89286  0.08
H: -3.48461 3.03750 6.15448  0.09
H: -3.33511 -0.97910 4.98496  0.09
H: -2.23572 -1.37001 6.16168  0.09
C: -4.02021 -5.40133 2.72576  -0.22
C: -5.14629 -5.63865 1.75335  -0.24
C: -6.42434 -4.94123 2.25133  -0.20
S: -6.36325 -4.97030 4.12699  0.74
O: -7.29055 -6.01413 4.61150  -0.37
O: -6.28464 -3.61808 4.71206  -0.36
C: -4.64309 -5.66493 4.10788  -0.21
H: -3.54956 -4.44373 2.50300  0.11
H: -3.19850 -6.08193 2.50293  0.11
H: -5.38296 -6.70118 1.69756  0.12
H: -4.96297 -5.26701 0.74519  0.12
H: -7.26855 -5.58239 1.99772  0.09
H: -6.49611 -3.88472 1.99301  0.10
H: -4.81800 -6.71934 4.32172  0.10
H: -4.06347 -5.26662 4.94065  0.10
C: -5.37850 5.89290 -1.65063  -0.17
C: -4.24074 4.85150 -1.29851  -0.26
C: -3.82756 4.07226 -2.47497  -0.21
S: -5.47726 3.62815 -3.24898  0.72
O: -6.03278 2.48648 -2.53315  -0.34
O: -5.29584 3.63631 -4.70262  -0.36
C: -6.34722 5.16489 -2.66560  -0.20
H: -4.86458 6.79054 -1.99451  0.10
H: -6.04884 6.26185 -0.87435  0.10
H: -4.46741 4.30851 -0.38096  0.12
H: -3.41850 5.47330 -0.94442  0.11
H: -3.27451 3.15043 -2.29482  0.11
H: -3.35599 4.70143 -3.22986  0.10
H: -7.35081 4.94410 -2.30208  0.09
H: -6.55758 5.73513 -3.57041  0.09
C: 5.61224 -8.04966 1.91981  -0.17
C: 5.07083 -9.42045 2.47390  -0.23
C: 5.55979 -10.57767 1.59229  -0.22
S: 7.31814 -10.15735 1.19517  0.69
O: 7.63983 -10.23836 -0.21677  -0.35
O: 8.20255 -10.90238 2.08228  -0.36
C: 7.13960 -8.34395 1.67667  -0.19
H: 5.37471 -7.28663 2.66108  0.11
H: 5.09044 -7.68989 1.03303  0.11
H: 3.98546 -9.44664 2.57089  0.11
H: 5.35906 -9.64858 3.50005  0.11
H: 5.13950 -10.46163 0.59329  0.09
H: 5.39469 -11.64353 1.74972  0.11
H: 7.66120 -7.84700 0.85871  0.09
H: 7.81160 -8.18547 2.52013  0.09

Computed properties:
- molecular weight (g/mol) = 1010.00
- E_tot (eV) = -136952.8900
- charge = -1